Below is C4H3I in the gas phase at a distorted geometry, with properties calculated with ωB97M-V/def2-TZVPD.

```
8
Properties=species:S:1:pos:R:3:forces:R:3
C -0.27382 1.66006 -0.81777 -0.125 -0.603 -0.700
H 0.30470 -1.32793 -0.78854 1.718 -1.656 -1.161
H -1.12187 -1.27232 -0.15274 -1.972 -0.734 0.159
I 1.57480 0.10487 2.35793 -0.999 -0.866 -0.895
H -0.40529 2.47662 -1.49596 0.139 0.232 0.543
C -0.17292 -0.86324 0.00935 -0.036 2.816 0.385
C 0.28740 -1.30919 1.30053 1.437 -0.129 1.624
C -0.19299 0.53115 -0.41280 -0.163 0.941 0.043
```
Forces are in eV/Å.

Calculated values
maximum force = 0.0553 hartree/bohr
gap between HOMO and LUMO = 7.7727 eV
molecular weight = 177.972 g mol⁻¹